# C56H126N4O14

A cluster of 9 separate species, C56H126N4O14 in total in a non-equilibrium geometry (wB97M-V/def2-TZVPD, the Open Molecules 2025 dataset).

The calculation puts the strongest force on any atom at 3.18 eV Å⁻¹. The calculation puts the orbital gap (alpha / beta) at 7.46 / 2.75 eV. The multiplicity is 2. Its charge is +1.

Atoms and positions in Å:
H (-3.230, 1.514, 1.026)
O (-1.043, 3.394, 4.625)
C (-5.714, 3.630, 0.085)
C (-1.283, 1.526, -1.499)
C (-4.261, -2.029, -3.972)
C (2.294, 3.385, 7.327)
H (-1.362, -3.969, -0.101)
H (-1.929, -5.211, -5.106)
H (4.097, 5.553, 3.092)
C (1.002, -5.648, -1.258)
O (-4.556, 2.806, -0.099)
H (-0.566, 0.025, -2.794)
H (2.238, 2.854, 8.277)
C (3.509, 7.459, 0.431)
H (0.978, -4.601, -0.955)
C (0.451, 2.352, 0.163)
H (4.517, 4.659, -0.402)
O (-4.628, 5.887, 0.102)
H (5.846, 4.424, -1.486)
N (-4.614, 0.410, -3.473)
H (-1.626, 2.961, -0.073)
C (1.224, 0.544, -1.528)
H (-0.571, -3.408, -2.053)
H (0.457, -4.074, 7.185)
H (-0.604, 5.381, 4.327)
H (-4.347, -3.009, -3.504)
H (4.438, -2.142, 1.550)
H (-5.885, -1.982, -5.487)
H (3.676, -3.770, -0.393)
H (-0.239, -5.331, -5.288)
H (-4.365, -0.628, -0.720)
C (-4.803, -1.888, -5.388)
H (-1.071, 1.946, 6.196)
H (3.334, 1.956, -0.415)
H (1.765, -7.159, 4.113)
H (-3.026, 1.804, -5.107)
H (1.211, 5.542, 5.995)
H (2.034, 6.801, -1.154)
C (2.428, 7.729, -0.738)
H (5.820, 1.208, 0.112)
O (3.323, 6.366, 1.317)
H (-3.183, -1.914, -4.083)
O (0.835, -3.958, 1.968)
H (3.297, 0.041, -2.095)
H (-2.994, -4.525, -0.477)
H (1.895, -3.374, 6.347)
H (-4.164, 2.111, -6.383)
H (-6.168, 3.783, -0.894)
O (2.680, 1.458, 0.080)
N (0.569, -4.050, 3.318)
C (6.493, -5.285, -0.898)
C (4.882, -3.993, -2.205)
H (-0.456, 8.317, 0.907)
H (2.024, -6.006, -1.135)
O (4.090, 5.851, -2.873)
H (-2.117, 1.795, -2.147)
H (-1.155, 5.058, 5.916)
H (-4.310, 2.752, -4.692)
H (3.696, -2.329, -1.447)
H (4.541, -0.965, 0.281)
H (3.612, -5.328, 4.349)
H (-1.437, -1.331, 3.875)
C (5.863, 2.282, -0.073)
C (1.208, -6.494, 3.454)
H (-5.097, 4.752, 1.824)
H (0.049, -4.347, 1.576)
H (-2.464, 2.055, 5.004)
C (-4.847, -0.993, -2.895)
C (-0.791, 2.682, -0.716)
H (-6.444, 2.988, 0.577)
H (-3.287, 4.754, -0.994)
C (-3.369, 5.497, -0.201)
C (0.505, 7.854, 0.684)
C (1.066, 3.698, 0.596)
H (-2.136, -3.603, -2.798)
C (2.353, 0.354, -2.542)
C (-1.078, -3.837, -2.916)
H (1.918, 3.604, 1.270)
C (0.993, -0.788, -0.810)
C (-4.092, 1.887, -5.318)
H (2.073, -0.490, -3.171)
H (-6.372, 5.448, 0.877)
H (0.102, -5.666, 5.702)
H (-6.506, -2.075, -1.871)
H (-3.691, -2.188, -1.493)
C (-4.006, 2.273, 1.130)
C (-1.055, -5.682, -4.655)
H (-3.360, -7.194, -0.246)
H (0.733, -6.734, -3.137)
H (-0.573, 3.536, -1.356)
H (3.486, 7.168, -4.368)
H (1.390, 4.134, -0.349)
O (5.405, -2.683, -0.243)
H (-2.123, -7.344, 0.951)
H (-0.841, -1.841, 2.272)
H (0.086, -2.025, 6.057)
H (-1.008, -3.302, 5.669)
H (2.194, 6.294, -3.533)
H (-4.423, 1.582, -2.060)
H (2.839, 2.888, 6.525)
H (4.842, 7.041, 2.656)
H (-3.082, -0.625, -1.828)
H (-2.726, 5.273, 0.651)
C (1.401, -5.057, 3.995)
H (6.008, -1.320, 1.189)
H (-0.532, 2.225, 2.039)
C (0.054, 1.604, 1.360)
O (4.904, 2.669, -1.030)
H (1.519, 4.192, 4.977)
H (-3.254, -7.003, -3.021)
C (0.277, -2.713, 3.927)
C (5.100, -1.759, 0.774)
H (0.266, 4.334, 0.975)
H (2.270, -1.901, 3.113)
C (4.437, 6.124, 2.228)
H (-3.514, 3.128, 1.593)
C (0.876, 4.525, 5.792)
N (1.516, 1.696, -0.633)
H (3.254, 5.465, -4.736)
H (0.733, -1.624, -1.460)
H (-2.078, -8.250, -0.583)
H (0.230, -0.777, -0.032)
H (3.186, -4.825, 2.720)
C (3.976, 4.501, -2.401)
H (-7.089, 0.168, -5.107)
H (-1.849, -2.863, 3.396)
H (-4.780, 1.896, 1.799)
N (-1.728, -6.164, -2.272)
C (-0.837, -5.335, -3.145)
H (0.147, -6.745, 3.481)
H (0.204, -7.519, -0.483)
H (-6.805, -1.578, -3.553)
H (6.832, 2.719, -0.313)
H (1.109, -0.693, 3.514)
C (-4.389, -0.455, -5.836)
H (-2.346, 3.137, 6.306)
H (5.160, 5.565, 1.635)
H (7.171, -4.511, -1.259)
C (1.057, -5.177, 5.511)
H (-4.800, -0.318, -6.836)
C (4.293, -3.146, -1.039)
H (1.791, -5.858, 5.940)
C (4.837, 4.076, -1.265)
C (-0.531, 4.642, 5.124)
H (4.237, 3.833, -3.222)
C (-5.402, 4.958, 0.798)
H (5.631, -3.407, -2.738)
H (0.141, 1.529, -3.235)
H (-1.087, -6.758, -4.825)
H (3.198, -3.747, 4.159)
C (-0.003, -2.933, 5.461)
C (-6.358, -1.281, -2.604)
H (0.883, 7.846, 1.706)
H (6.134, -5.017, 0.095)
H (1.590, -6.703, 2.455)
C (2.912, -4.725, 3.771)
H (0.951, 1.154, 1.785)
H (2.588, 1.241, -3.131)
H (2.943, 8.195, -1.577)
H (-6.831, -0.469, -2.053)
H (-1.561, 0.795, -0.740)
H (0.134, 6.903, 0.303)
C (-4.920, 0.696, -4.906)
C (-4.011, -1.152, -1.608)
O (1.384, 8.571, -0.170)
C (-1.023, -2.159, 3.299)
H (5.590, 2.710, 0.891)
H (2.795, 4.332, 7.532)
H (-4.285, -2.762, -5.783)
C (-2.280, -7.282, -0.126)
H (0.288, -6.051, 0.512)
C (-2.032, -4.828, -0.064)
C (0.588, -5.714, -2.781)
O (0.959, 3.618, 6.919)
H (4.120, -4.136, -2.971)
O (5.403, -5.297, -1.782)
H (1.252, -5.040, -3.323)
H (1.874, -1.398, 4.805)
O (-3.081, -6.116, -2.697)
H (-0.557, 0.740, 1.097)
H (2.961, 4.177, -2.172)
H (-6.494, 1.334, -6.208)
C (1.479, -1.669, 3.826)
C (-6.432, 1.036, -5.162)
C (-1.723, 2.586, 5.602)
O (-5.170, 1.396, -2.634)
H (3.705, 8.338, 1.044)
H (-3.301, -0.406, -5.860)
H (-2.854, 6.258, -0.787)
C (-0.076, 0.902, -2.370)
C (3.202, 6.208, -3.939)
C (-1.522, -6.120, -0.792)
C (-0.023, -6.453, -0.452)
H (-0.674, -3.317, -3.784)
H (-6.898, 1.836, -4.586)
H (-1.986, -4.943, 1.019)
C (0.920, -3.846, 6.225)
H (1.918, -1.074, -0.310)
H (7.008, -6.231, -0.732)
H (4.441, 7.260, -0.099)

Forces on the atoms, in the same order (eV/Å):
-0.3 -0.1 -0.8
0.1 0.6 1.0
0.8 -0.4 -0.1
2.3 -1.0 -0.9
-0.9 1.2 1.8
-0.5 0.7 -0.1
0.2 0.3 -1.0
-0.3 -0.1 0.4
-0.3 -0.3 -0.4
-1.4 -0.2 -2.3
0.6 -1.3 0.1
0.6 -0.5 -0.1
0.2 -0.3 -0.3
0.7 -0.3 -1.3
0.0 0.2 0.1
0.7 1.3 -0.9
-0.1 -0.4 0.6
-1.3 0.3 0.4
0.3 0.1 0.0
0.8 -2.0 -0.3
0.2 0.4 0.4
-1.7 0.7 -0.7
0.1 -0.3 0.1
0.3 0.4 0.2
0.7 -0.2 -0.2
-0.5 -0.3 -0.3
0.1 -0.4 0.3
0.0 -0.3 0.1
-0.4 -0.2 -0.1
0.4 0.2 0.4
-0.5 -0.5 0.1
0.5 0.6 1.4
0.2 -0.1 -0.3
0.7 0.3 -0.1
-0.2 0.1 0.1
0.2 -0.8 -0.1
0.0 0.1 0.6
-0.2 -0.3 0.3
0.2 -0.1 3.2
0.3 0.0 -0.7
-0.6 -0.4 0.9
0.2 0.5 0.3
-0.3 -0.1 1.4
0.0 0.1 0.4
-0.1 -0.1 0.5
0.1 0.0 0.3
-0.4 0.1 0.1
0.5 0.2 -0.2
0.0 -0.6 1.1
2.2 1.3 -0.1
0.0 1.3 0.7
0.3 -0.4 1.3
0.0 1.2 -0.9
0.0 -0.1 0.0
0.5 -0.2 1.0
-0.1 -0.2 0.0
-0.6 -0.3 0.1
-0.6 0.3 -0.3
0.0 0.3 0.0
-0.2 0.6 0.3
-0.7 -0.8 0.0
0.7 0.3 0.0
-0.4 1.0 0.9
-0.4 0.2 -0.5
0.6 0.2 0.1
-0.6 -0.3 -1.0
0.2 -0.6 0.1
-0.3 0.1 -0.9
0.5 0.6 0.4
-0.3 0.4 0.7
-0.4 -1.0 0.5
2.5 0.0 -1.8
-0.5 0.3 0.8
-0.4 -0.2 -0.9
0.0 -0.1 -0.3
0.3 -0.4 0.3
0.2 0.2 -0.4
-0.2 0.0 0.1
0.4 -0.4 0.7
0.7 1.2 0.6
-0.1 0.2 -0.4
-0.1 0.0 0.2
-0.2 -0.3 -0.7
0.4 -0.6 -0.3
-0.5 -0.1 0.5
-0.3 1.6 -0.3
0.0 0.0 0.4
-0.1 0.4 0.0
0.3 -0.1 0.0
0.1 0.1 -0.1
0.3 0.0 0.3
0.3 0.4 0.1
0.1 -0.3 -0.3
0.4 0.1 0.0
-0.3 0.0 0.0
-0.3 0.6 -0.8
-0.3 0.0 -0.6
-0.2 -0.1 -0.2
-0.1 0.5 0.4
0.2 -0.4 0.2
0.2 0.2 -0.4
0.3 0.0 -0.1
-0.1 -0.3 0.3
0.6 -1.8 1.0
0.0 -0.4 0.0
0.3 -0.1 0.3
-0.5 -1.6 0.9
-1.1 0.2 -1.0
0.5 -0.4 0.1
0.0 -0.1 0.0
-0.7 0.6 2.1
-0.8 0.6 -1.2
0.2 0.1 0.4
-0.1 -0.3 0.2
-1.0 0.3 -1.2
0.1 -0.1 0.6
-0.3 -0.5 -1.3
-1.4 -0.2 -2.2
-0.2 -0.1 -0.1
0.0 0.2 -0.4
0.5 0.0 0.0
-0.1 0.3 -0.1
-0.1 0.2 0.0
-1.2 -1.3 -2.2
0.1 -0.2 0.3
0.2 -0.5 -0.5
-0.2 -0.1 0.0
1.3 -0.9 0.0
-0.8 0.1 0.5
0.0 -0.2 0.0
-0.3 0.0 -0.1
-0.6 0.3 0.3
0.3 -0.6 -0.2
-0.6 -0.2 -0.4
-0.9 -1.2 0.4
0.3 0.6 0.1
0.5 0.1 0.4
0.5 -0.1 0.4
-0.2 0.5 -0.3
0.2 0.4 -0.1
1.5 -0.6 0.0
0.2 0.3 0.0
1.7 1.5 1.0
0.1 -0.9 1.7
0.2 -0.1 -0.5
-1.9 -0.6 -0.2
0.5 0.0 0.3
0.2 0.3 0.2
-0.2 -0.1 0.2
-0.4 0.4 -0.4
-0.2 -0.1 0.4
1.0 -0.2 0.1
0.6 -0.9 0.0
0.2 0.3 0.2
0.0 0.4 -0.1
0.3 1.0 0.2
0.0 0.4 0.6
-0.4 0.0 0.0
-0.2 0.6 0.4
0.0 0.5 -0.8
-0.5 -0.4 -0.4
0.9 -0.5 -0.1
-0.5 -0.4 0.3
0.9 1.0 -1.2
-0.2 -0.7 -1.2
0.2 -0.2 0.0
-0.1 0.3 0.3
0.2 0.2 0.0
-0.3 0.4 -1.4
-1.1 -0.3 -0.6
-0.9 -0.7 0.9
1.2 0.1 -0.4
1.0 0.0 0.8
-0.8 1.0 -1.1
-0.2 -0.6 0.3
-1.5 0.3 -1.2
0.1 -0.1 -0.3
0.3 -0.8 0.1
0.3 0.7 0.7
-0.3 -0.1 0.0
-0.6 0.6 0.1
0.0 0.2 -0.1
-0.4 0.2 -0.4
0.4 -0.7 -0.9
-0.5 0.3 -0.8
-0.2 -0.2 -0.1
-0.4 0.5 -0.3
0.0 0.1 -0.1
-0.2 1.0 0.6
-1.5 0.3 1.3
0.2 -0.6 0.6
0.0 -0.4 0.7
0.8 1.6 -0.4
-0.2 0.3 -0.1
0.6 -0.1 0.3
-1.0 -0.7 0.3
0.9 -0.8 -0.5
0.2 0.0 0.2
-0.3 -0.3 -1.0
0.4 0.1 -0.3

# C28H29N3O3S

An isolated molecule of C28H29N3O3S in a non-equilibrium geometry (wB97M-V/def2-TZVPD, the Open Molecules 2025 dataset).

The calculation puts the strongest force on any atom at 1.26 eV Å⁻¹. The calculation puts the orbital gap at 8.45 eV. Its SMILES is COc1ccccc1-c1nnc(SCC(=O)c2ccc(C3CCCCC3)cc2)n1Cc1ccco1.

Atoms and positions in Å:
H (-3.442, 3.089, -7.756)
H (-6.180, 1.153, -5.081)
O (2.670, 1.248, 3.537)
H (-3.676, 1.344, -7.878)
C (1.002, -1.263, 2.882)
H (-0.133, 0.033, 7.901)
S (3.262, -1.835, -0.158)
C (-5.233, 1.052, -5.616)
C (-3.634, 2.183, -7.178)
H (3.661, 2.023, 6.538)
C (1.349, -1.577, 5.329)
C (-0.270, 0.028, 4.534)
C (3.536, -0.940, 2.876)
C (-2.500, 1.957, -6.183)
H (-2.834, -0.155, -6.041)
C (2.697, 2.085, 4.584)
C (3.458, 1.574, 5.587)
C (3.926, 0.323, 5.118)
N (0.731, -1.794, 0.816)
H (-0.771, 0.494, 3.700)
H (-5.315, 0.186, -6.277)
H (-0.014, 1.792, -1.742)
H (3.994, -1.805, 3.367)
H (-4.948, 3.176, -5.796)
C (-2.761, 0.694, -5.352)
C (0.158, -1.000, -3.622)
C (2.863, -3.284, 6.014)
H (3.495, -4.016, 5.513)
H (4.170, -0.638, 2.031)
C (-4.969, 2.302, -6.450)
N (0.106, -1.547, 1.975)
C (1.580, -0.281, -1.655)
H (1.530, -1.692, 7.467)
C (-1.633, 0.431, -4.392)
C (-1.308, 1.340, -3.389)
H (2.144, 2.998, 4.495)
C (2.010, -1.637, 1.027)
H (-2.421, 2.821, -5.522)
C (0.090, -0.238, 6.880)
C (-4.101, 0.825, -4.619)
N (2.256, -1.301, 2.324)
O (2.247, -2.546, 4.987)
H (-1.550, 1.854, -6.713)
H (4.562, -0.364, 5.637)
H (-1.320, 1.133, 6.034)
C (-0.881, -0.736, -4.492)
H (-5.776, 2.444, -7.172)
H (-1.873, 2.254, -3.285)
O (1.982, 0.604, -0.938)
H (0.722, -1.912, -3.738)
H (2.811, -1.855, -2.484)
H (1.407, -2.434, -1.530)
H (-1.116, -1.451, -5.267)
H (-4.288, -0.081, -4.037)
C (2.185, -1.676, -1.610)
C (0.480, -0.086, -2.620)
C (-0.268, 1.089, -2.521)
C (1.039, -1.217, 6.633)
H (-4.059, 1.665, -3.923)
C (3.412, 0.172, 3.864)
C (-0.573, 0.380, 5.836)
H (2.126, -3.808, 6.630)
C (0.698, -0.930, 4.267)
H (3.484, -2.647, 6.652)

Forces on the atoms, in the same order (eV/Å):
0.0 0.0 -0.1
0.0 -0.1 0.0
-0.1 -0.1 -0.6
0.0 0.0 -0.1
0.0 -0.2 -0.2
0.0 0.0 0.1
0.3 -0.2 -0.4
0.0 0.3 0.2
0.0 0.3 0.2
0.0 0.2 0.2
-0.3 0.1 -0.1
0.2 -0.1 0.1
0.3 0.3 0.1
-0.1 -0.3 -0.3
0.0 0.0 0.0
0.2 0.2 0.8
-0.3 0.4 -0.3
-0.1 -0.2 -0.7
0.6 -0.1 -0.8
0.0 0.1 -0.1
-0.1 -0.1 0.0
0.0 0.0 0.1
0.0 0.2 0.0
0.0 0.1 0.0
0.0 0.3 0.2
0.2 0.1 0.3
0.1 -0.1 0.2
0.0 0.0 0.1
-0.1 0.0 0.1
0.0 -0.3 -0.2
-0.6 0.2 1.1
0.2 -0.1 0.0
0.1 -0.1 0.1
0.1 -0.2 -0.1
0.0 0.0 0.0
-0.1 0.1 -0.1
0.0 -0.1 0.0
0.1 0.1 0.1
-0.1 0.0 -0.1
-0.1 -0.3 -0.3
-0.6 -0.2 -0.5
-0.2 0.3 -0.2
0.0 0.1 0.1
0.1 -0.2 0.1
-0.1 0.1 0.0
-0.1 0.1 -0.1
0.0 0.1 0.0
-0.1 0.1 0.0
-0.1 0.0 -0.2
0.0 -0.1 0.0
0.0 0.0 0.0
0.0 0.1 -0.2
0.0 -0.1 -0.1
0.0 0.0 0.1
0.4 0.0 0.7
-0.4 0.4 -0.3
0.1 -0.1 0.0
0.2 -0.2 0.0
0.0 0.0 0.1
0.7 -0.4 0.6
-0.1 0.1 0.1
0.0 0.0 0.0
0.1 -0.1 0.4
0.0 0.0 0.0

# C3H4O3

A cluster of 2 separate species, C3H4O3 in total in a non-equilibrium geometry (wB97M-V/def2-TZVPD, the Open Molecules 2025 dataset).

The calculation puts the strongest force on any atom at 7.52 eV Å⁻¹. The calculation puts the orbital gap (alpha / beta) at 5.01 / 7.69 eV. The multiplicity is 3.

Atoms and positions in Å:
H (-1.055, -1.293, 0.517)
H (2.881, 1.955, -0.486)
C (-1.023, -0.558, -0.125)
O (2.466, 1.641, 0.321)
H (-1.468, 0.283, 0.269)
H (-1.387, -0.691, -1.112)
C (1.084, -0.545, -0.044)
C (1.998, 0.414, 0.099)
O (3.013, -0.580, -0.030)
O (1.970, -1.527, -0.213)

Forces on the atoms, in the same order (eV/Å):
-0.1 -4.1 2.9
0.4 0.3 -0.3
-0.2 2.8 -3.2
-2.0 -0.9 0.0
-0.7 2.2 1.0
0.0 -0.6 -0.9
-5.5 -4.5 0.0
7.4 1.1 0.4
4.2 3.9 0.2
-3.5 -0.1 -0.1

# CH50F3NO24PS

A cluster of 25 separate species, CH50F3NO24PS in total in a non-equilibrium geometry (wB97M-V/def2-TZVPD, the Open Molecules 2025 dataset).

The calculation puts the strongest force on any atom at 2.56 eV Å⁻¹. The calculation puts the orbital gap at 5.85 eV. Its charge is -1.

Atoms and positions in Å:
H (0.827, -4.874, -0.097)
O (-4.959, -1.826, -0.859)
H (1.037, 0.456, -2.748)
O (1.685, -0.104, -3.198)
H (-0.490, -2.382, 0.020)
H (0.015, 0.987, 7.002)
H (3.959, -2.814, -2.645)
F (-1.646, 1.077, 0.701)
O (1.913, -4.288, 2.857)
H (2.554, -4.463, 3.550)
S (2.136, -1.818, 0.521)
H (-5.128, -0.894, -0.695)
H (-1.913, 5.958, -7.509)
H (5.232, -2.220, -2.099)
O (-1.504, 4.152, -0.224)
O (6.998, 0.778, 1.082)
H (-2.603, -1.333, 7.118)
H (-0.667, 4.241, -5.083)
H (-2.105, -4.430, 0.016)
O (-1.626, 5.395, -6.786)
O (0.664, 0.391, 6.619)
O (5.010, -0.725, -0.459)
H (6.769, -6.572, -1.738)
H (-3.056, 8.410, -2.710)
O (7.077, -3.048, -0.477)
O (-2.174, -3.918, 0.828)
P (0.459, -1.504, -0.479)
O (2.838, -0.142, 8.506)
H (1.110, -4.057, 3.332)
H (0.399, 0.311, 5.694)
H (4.697, 0.157, -0.251)
H (0.518, 6.871, 1.197)
O (-2.537, 8.053, -3.439)
H (0.703, -1.820, -1.808)
H (6.155, -3.107, -0.199)
H (-1.917, 6.562, -0.395)
H (-1.122, -1.653, 7.332)
H (-0.426, -5.908, 5.394)
H (-10.355, -4.238, -4.316)
H (-1.251, 5.111, -3.066)
H (-3.091, -4.000, 1.104)
F (-2.215, -0.593, -0.510)
O (-9.438, -4.517, -4.364)
H (-0.358, 0.572, 2.672)
H (6.188, 0.948, 1.574)
H (-2.119, 5.716, -6.021)
O (-0.229, -5.063, 4.985)
O (0.805, -4.559, -1.007)
H (1.485, -5.052, -1.471)
H (-4.000, -1.870, -0.933)
H (-0.940, -4.477, 5.263)
O (-7.445, -2.987, -2.502)
O (0.203, 4.231, -4.673)
H (-0.854, 6.574, 1.770)
O (-2.248, 7.458, -0.539)
H (7.116, -3.602, -1.265)
H (-2.534, 5.935, -2.896)
O (7.328, -5.816, -1.936)
H (7.658, 0.597, 1.755)
H (0.731, 3.650, -5.224)
O (-2.212, 5.020, -3.029)
H (5.971, -0.640, -0.491)
O (4.915, -2.930, -2.669)
H (-7.192, -3.912, -2.443)
O (-0.150, 0.200, 3.540)
H (3.394, -0.649, 7.909)
H (2.009, -0.041, 8.016)
F (-1.572, 1.218, -1.439)
H (8.071, -6.179, -2.424)
H (-1.307, 3.276, 0.131)
O (-0.250, 7.302, 1.585)
O (-1.780, -1.491, 6.649)
H (-2.696, 8.631, -4.189)
H (1.369, -0.202, -4.100)
H (-1.730, 7.992, 0.071)
C (-1.281, 0.360, -0.427)
H (-2.096, 3.966, -0.968)
H (-8.961, -3.863, -3.840)
H (-6.796, -2.521, -1.961)
H (-0.999, 0.159, 3.990)
N (-0.017, 0.039, -0.392)

Forces on the atoms, in the same order (eV/Å):
0.3 0.3 0.1
-0.3 -0.1 -0.1
0.0 -0.1 0.2
0.1 0.2 -0.2
-0.6 -0.1 -0.3
0.0 0.1 0.0
-0.1 0.1 0.1
-0.8 0.8 0.9
0.1 -0.3 0.0
0.0 0.0 0.1
-0.2 0.1 -0.2
0.1 0.1 0.0
0.0 0.0 -0.1
-0.2 0.2 0.1
-0.2 0.1 0.0
0.1 0.2 0.0
0.0 0.0 0.0
0.0 0.0 -0.1
0.1 0.0 0.0
-0.2 0.1 0.1
-0.1 0.0 0.3
0.5 -0.3 -0.3
-0.1 0.0 0.0
0.2 -0.1 0.2
0.0 0.1 0.0
-0.1 -0.1 0.0
2.3 0.3 1.2
-0.1 -0.1 0.2
-0.1 0.0 0.0
0.2 -0.1 -0.3
-0.4 0.0 -0.1
0.1 0.0 -0.1
-0.1 0.0 -0.1
-0.5 -0.4 -0.3
0.0 0.1 0.0
0.0 -0.1 -0.1
0.1 0.1 0.0
0.0 -0.1 0.0
-0.1 0.0 0.0
0.1 -0.1 0.1
0.0 0.0 0.0
-1.4 -1.3 -0.1
0.0 -0.1 0.0
0.2 -0.2 -0.1
-0.1 -0.1 0.0
0.0 0.0 0.1
0.0 0.1 0.1
-0.6 -0.4 -0.2
0.2 0.0 0.1
0.2 0.0 0.0
0.0 0.1 0.0
-0.3 -0.1 -0.1
0.0 0.1 0.2
0.0 -0.1 0.0
-0.3 0.0 -0.1
-0.1 -0.1 0.0
0.3 -0.5 -0.2
0.1 0.0 0.0
0.0 -0.1 0.0
0.1 0.0 0.0
-0.3 0.6 0.0
0.1 0.1 0.2
0.1 -0.1 -0.2
0.1 0.0 0.1
-0.2 0.2 0.4
0.1 0.0 -0.1
0.1 0.1 -0.2
-0.8 0.9 -1.0
0.0 0.0 0.0
0.1 0.0 0.0
-0.1 0.0 0.1
-0.2 -0.1 -0.1
-0.1 0.0 0.0
-0.1 0.0 0.0
0.2 0.0 0.1
1.5 0.9 0.2
0.2 0.1 -0.1
0.1 0.2 0.0
0.3 0.0 0.0
-0.1 -0.1 -0.2
0.5 -0.9 -0.3

Q: Which of these has the lowest strongest force on any atom?
A: C28H29N3O3S